(1)
Molecular formula: C41H68AsAuGeNO2SSeSi3
Method: DFT, ωB97M-V with the def2-TZVPD basis set

Values from the calculation:
frontier orbital gap = 0.2749 hartree
energy relative to the best compared isomer or geometry (same formula, charge and spin) = 0.0 kcal per mole
net charge = +1
lowest unoccupied orbital energy = -3.337 eV

Cartesian coordinates (Å):
Au1 -0.625 -1.089 -0.110
C1 5.874 3.684 -1.979
C2 6.861 2.627 -1.466
C3 7.216 2.939 -0.005
C4 8.139 2.717 -2.301
C5 6.219 1.239 -1.535
C6 6.789 0.186 -2.270
C7 6.239 -1.081 -2.289
C8 5.089 -1.312 -1.544
S1 4.175 -2.764 -1.341
C9 3.074 -1.900 -0.294
N1 3.335 -0.646 -0.124
C10 4.485 -0.280 -0.817
C11 5.051 0.994 -0.828
C12 2.077 -2.679 0.484
C13 2.638 -3.775 1.158
C14 1.935 -4.511 2.092
C15 0.632 -4.150 2.384
C16 0.046 -3.107 1.686
C17 0.725 -2.375 0.706
H1 6.344 4.669 -1.966
H2 4.982 3.739 -1.352
H3 5.563 3.469 -3.003
H4 7.672 3.927 0.067
H5 7.923 2.207 0.389
H6 6.330 2.932 0.634
H7 8.566 3.715 -2.197
H8 7.944 2.550 -3.362
H9 8.892 2.001 -1.969
H10 7.691 0.356 -2.838
H11 6.703 -1.872 -2.862
H12 4.567 1.784 -0.271
H13 3.678 -4.014 0.979
H14 2.414 -5.335 2.604
H15 0.067 -4.678 3.142
H16 -0.975 -2.840 1.928
C18 -3.302 -3.717 2.819
Ge1 -3.752 -4.711 1.202
C19 -3.974 -6.610 1.583
C20 -5.342 -3.932 0.384
C21 -2.294 -4.602 -0.162
Se1 -2.263 -2.873 -1.033
C22 -1.306 -3.367 -2.653
H17 -4.141 -3.795 3.513
H18 -3.146 -2.662 2.591
H19 -2.422 -4.121 3.320
H20 -4.748 -6.750 2.337
H21 -3.047 -7.043 1.960
H22 -4.269 -7.154 0.686
H23 -6.226 -4.204 0.961
H24 -5.482 -4.288 -0.638
H25 -5.268 -2.843 0.363
H26 -2.533 -5.300 -0.967
H27 -1.308 -4.842 0.232
H28 -1.972 -3.944 -3.290
H29 -0.424 -3.946 -2.391
H30 -1.015 -2.448 -3.157
C23 -8.373 2.427 -0.584
C24 -7.055 1.731 -0.401
C25 -6.170 1.568 -1.454
C26 -4.935 0.947 -1.300
C27 -4.118 0.772 -2.556
C28 -4.563 0.471 -0.026
C29 -5.483 0.563 1.046
C30 -5.257 0.014 2.433
C31 -6.695 1.206 0.832
C32 -3.208 -0.114 0.222
O1 -2.288 0.094 -0.685
O2 -2.948 -0.766 1.239
H31 -8.524 2.725 -1.620
H32 -8.426 3.322 0.038
H33 -9.199 1.778 -0.290
H34 -6.450 1.930 -2.436
H35 -4.695 1.114 -3.413
H36 -3.858 -0.276 -2.715
H37 -3.184 1.326 -2.527
H38 -4.951 -1.028 2.415
H39 -6.178 0.104 3.007
H40 -4.471 0.558 2.959
H41 -7.391 1.285 1.661
C33 2.619 -0.766 2.946
Si1 1.881 0.844 2.383
C34 0.531 1.224 3.618
C35 3.210 2.148 2.341
As1 0.617 0.969 0.294
Si2 -0.877 2.835 0.730
C36 -2.159 2.451 2.033
C37 -1.743 3.508 -0.772
C38 0.350 4.136 1.298
Si3 1.150 1.252 -2.079
C39 2.053 2.872 -2.247
C40 -0.486 1.296 -2.974
C41 2.043 -0.167 -2.889
H42 2.915 -0.574 3.984
H43 3.506 -1.047 2.387
H44 1.912 -1.594 2.958
H45 0.938 1.027 4.614
H46 -0.320 0.553 3.478
H47 0.165 2.250 3.607
H48 3.497 2.357 3.376
H49 2.910 3.090 1.885
H50 4.093 1.765 1.833
H51 -2.051 1.470 2.489
H52 -3.152 2.494 1.579
H53 -2.120 3.206 2.822
H54 -2.423 2.780 -1.212
H55 -1.075 3.905 -1.535
H56 -2.348 4.341 -0.397
H57 0.703 3.992 2.319
H58 -0.152 5.107 1.256
H59 1.221 4.191 0.642
H60 1.623 3.658 -1.624
H61 1.992 3.205 -3.287
H62 3.108 2.764 -1.995
H63 -1.023 2.235 -2.882
H64 -1.156 0.492 -2.677
H65 -0.238 1.159 -4.032
H66 3.113 -0.199 -2.716
H67 1.887 -0.029 -3.964
H68 1.603 -1.129 -2.618

(2)
Molecular formula: C22H32N4OS
Method: DFT, ωB97M-V with the def2-TZVPD basis set

Values from the calculation:
frontier orbital gap = 0.3210 hartree
energy relative to the best compared isomer or geometry (same formula, charge and spin) = 18.4 kcal per mole
SMILES = CSCCCN1CCC(n2nccc2NC(=O)CCCc2ccccc2)CC1
lowest unoccupied orbital energy = 0.573 eV

Cartesian coordinates (Å):
C1 -7.163 -1.444 -1.577
H1 -6.620 -0.504 -1.559
H2 -7.353 -1.744 -2.603
H3 -8.102 -1.359 -1.038
S1 -6.158 -2.763 -0.835
C2 -5.975 -2.142 0.878
C3 -4.617 -1.508 1.141
H4 -4.544 -1.258 2.201
H5 -3.844 -2.242 0.910
C4 -4.395 -0.231 0.330
N1 -3.227 0.497 0.791
C5 -3.266 1.897 0.396
C6 -2.118 2.676 1.034
H6 -2.249 2.677 2.116
H7 -2.143 3.702 0.671
C7 -0.754 2.059 0.735
N2 -0.362 2.288 -0.642
C8 0.817 1.976 -1.232
C9 0.713 2.325 -2.566
C10 -0.571 2.861 -2.681
N3 -1.197 2.833 -1.521
H8 -1.056 3.263 -3.548
H9 1.458 2.214 -3.327
N4 1.906 1.368 -0.600
C11 2.502 1.765 0.562
O1 2.090 2.674 1.247
C12 3.698 0.910 0.931
H10 4.245 1.420 1.724
H11 4.357 0.794 0.067
C13 3.240 -0.467 1.422
H12 2.629 -0.341 2.318
H13 2.624 -0.946 0.658
C14 4.433 -1.377 1.743
C15 5.238 -1.669 0.508
C16 4.760 -2.565 -0.442
C17 5.473 -2.813 -1.601
C18 6.676 -2.167 -1.828
C19 7.163 -1.275 -0.888
C20 6.447 -1.028 0.271
H14 6.833 -0.332 1.002
H15 8.102 -0.769 -1.057
H16 7.234 -2.360 -2.732
H17 5.090 -3.514 -2.328
H18 3.824 -3.077 -0.266
H19 5.062 -0.895 2.493
H20 4.055 -2.311 2.163
H21 2.423 0.728 -1.188
C21 -0.808 0.558 1.041
C22 -1.986 -0.098 0.331
H22 -1.997 -1.164 0.566
H23 -1.871 0.010 -0.764
H24 0.122 0.071 0.744
H25 -0.933 0.435 2.117
H26 0.005 2.534 1.369
H27 -4.211 2.324 0.742
H28 -3.213 2.011 -0.699
H29 -5.264 0.420 0.472
H30 -4.322 -0.478 -0.743
H31 -6.788 -1.439 1.052
H32 -6.112 -3.012 1.520

(3)
Molecular formula: C6H12BNO3
Method: DFT, ωB97M-V with the def2-TZVPD basis set

Values from the calculation:
frontier orbital gap = 0.3414 hartree
energy relative to the best compared isomer or geometry (same formula, charge and spin) = 145.4 kcal per mole
SMILES = CC1=C(B(O)[C@](C)(O)ON)C1
lowest unoccupied orbital energy = 0.425 eV

Cartesian coordinates (Å):
B1 -1.176 0.651 0.110
C1 0.583 -0.556 -1.635
C2 -0.613 0.150 -1.169
C3 -0.361 0.224 -2.467
C4 -0.560 0.229 1.581
C5 -0.887 0.467 -3.803
C6 -0.510 -1.380 1.668
N1 1.496 0.386 2.720
O1 -1.455 0.682 2.481
O2 -2.109 1.660 0.193
O3 0.751 0.845 1.651
H1 1.608 -0.150 -1.316
H2 0.546 -1.607 -1.597
H3 -1.539 -0.317 -4.385
H4 -1.564 1.388 -3.583
H5 -0.193 0.859 -4.480
H6 -1.032 -1.828 0.867
H7 0.622 -1.548 1.571
H8 -0.743 -1.823 2.654
H9 2.476 0.527 2.428
H10 1.371 0.914 3.582
H11 -1.095 0.809 3.370
H12 -2.265 1.797 1.168

(4)
Molecular formula: C10H37N18O12
Method: DFT, ωB97M-V with the def2-TZVPD basis set

Values from the calculation:
frontier orbital gap (spin up / spin down) = 0.3096 / 0.0779 hartree
multiplicity = 2
lowest unoccupied orbital energy (spin up / spin down) = -0.601 / -6.906 eV
⟨S²⟩ = 0.768

Cartesian coordinates (Å):
O1 0.628 -0.509 1.483
C1 0.179 0.374 0.685
O2 0.666 0.422 -0.466
O3 -0.778 1.098 1.070
H1 0.086 -0.350 2.260
C2 -1.018 -3.029 -2.018
O4 -0.106 -3.108 -2.750
N1 -1.347 -1.874 -1.476
N2 -1.885 -3.902 -1.662
H2 -2.178 -1.877 -0.902
H3 -0.715 -1.086 -1.488
H4 -2.413 -3.739 -0.817
H5 -1.864 -4.833 -2.052
C3 1.961 0.668 -4.230
O5 1.769 0.327 -5.374
N3 2.331 1.882 -3.840
N4 1.513 0.035 -3.264
H6 2.819 2.428 -4.536
H7 2.588 1.970 -2.868
H8 1.232 -0.877 -3.595
H9 1.674 0.194 -2.280
C4 -2.264 -0.064 4.488
O6 -1.716 0.911 4.898
N5 -2.806 -0.985 5.251
N6 -2.340 -0.399 3.264
H10 -2.785 -0.961 6.261
H11 -3.213 -1.777 4.776
H12 -2.967 -1.188 3.210
H13 -2.270 0.262 2.503
C5 -4.160 2.175 0.432
O7 -5.375 2.295 0.162
N7 -3.571 1.000 0.368
N8 -3.294 3.160 0.445
H14 -2.586 0.989 0.594
H15 -4.234 0.245 0.271
H16 -3.686 3.891 -0.131
H17 -2.301 2.986 0.390
C6 -1.834 -4.426 1.667
O8 -3.004 -4.241 1.371
N9 -1.231 -5.518 1.415
N10 -1.059 -3.523 2.202
H18 -0.245 -5.730 1.461
H19 -1.882 -5.985 0.800
H20 -1.336 -2.557 2.305
H21 -0.110 -3.846 2.325
C7 -1.889 2.569 -3.012
O9 -2.476 3.528 -3.490
N11 -1.162 2.593 -1.881
N12 -1.881 1.394 -3.615
H22 -0.969 3.526 -1.545
H23 -0.599 1.777 -1.691
H24 -2.362 1.408 -4.502
H25 -1.150 0.711 -3.479
C8 4.098 1.297 2.231
O10 4.924 1.163 3.172
N13 4.420 1.593 1.025
N14 2.801 1.137 2.452
H26 5.397 1.462 0.803
H27 3.681 1.696 0.344
H28 2.131 1.001 1.708
H29 2.611 0.890 3.413
C9 2.780 -2.938 0.129
O11 3.459 -3.907 0.094
N15 2.453 -2.493 1.240
N16 2.166 -2.390 -0.875
H30 2.876 -3.000 2.004
H31 1.828 -1.747 1.508
H32 1.551 -1.613 -0.678
H33 2.373 -2.738 -1.800
C10 2.519 3.579 -0.906
O12 3.129 2.554 -1.134
N17 3.033 4.783 -0.875
N18 1.246 3.628 -0.648
H34 2.413 5.543 -0.635
H35 4.026 4.744 -1.054
H36 0.922 4.568 -0.466
H37 0.783 2.753 -0.448

(5)
Molecular formula: C3H7OP
Method: DFT, ωB97M-V with the def2-TZVPD basis set

Values from the calculation:
frontier orbital gap = 0.3348 hartree
energy relative to the best compared isomer or geometry (same formula, charge and spin) = 36.9 kcal per mole
SMILES = C=C(C)OP
lowest unoccupied orbital energy = 0.763 eV

Cartesian coordinates (Å):
C1 1.294 -1.349 0.548
C2 0.331 -0.498 0.213
C3 0.332 0.953 0.717
O1 -0.445 -0.620 -0.815
P1 -1.912 0.240 -1.141
H1 1.223 -2.368 0.158
H2 1.932 -0.984 1.350
H3 0.633 1.601 -0.032
H4 -0.738 1.187 1.119
H5 0.883 1.051 1.577
H6 -2.227 -0.631 -2.147
H7 -1.305 1.417 -1.547

(6)
Molecular formula: C3H5BrO
Method: DFT, ωB97M-V with the def2-TZVPD basis set

Values from the calculation:
frontier orbital gap = 0.3477 hartree
energy relative to the best compared isomer or geometry (same formula, charge and spin) = 18.8 kcal per mole
SMILES = C[C@H](Br)C=O
lowest unoccupied orbital energy = -0.708 eV

Cartesian coordinates (Å):
C1 -1.254 -1.085 -0.415
C2 0.640 0.879 0.151
C3 0.168 -0.523 -0.035
O1 -2.148 -0.432 -0.861
Br1 0.887 -1.371 -2.039
H1 -1.232 -2.170 -0.113
H2 0.537 0.977 1.286
H3 0.084 1.766 -0.240
H4 1.704 0.826 -0.197
H5 0.862 -1.203 0.606

no.,strongest force on any atom (eV/A)
1,0.4
2,1.0
3,4.2
4,10.0
5,4.5
6,2.9